# C35H52AsAuOP3

C35H52AsAuOP3 as an isolated structure (ωB97M-V with the def2-TZVPD basis set, the OMol25 dataset).

Last column: Löwdin spin population.
CARTESIAN COORDINATES (ANGSTROEM)
Au1 0.3449 -0.9203 -0.0395  0.348
P1 -1.8034 -1.8329 0.0915  0.030
P2 1.5585 -1.1707 1.9423  0.149
P3 1.5356 -1.5291 -1.8802  0.201
H1 -0.6265 5.7492 -6.2617  0.000
C1 -0.7005 4.8533 -6.8906  0.006
C2 -1.8648 4.2218 -7.0917  0.017
H2 -2.8036 4.5825 -6.6564  0.001
C3 -3.0553 -0.7086 0.7262  0.008
C4 -1.8059 -3.2759 1.1810  0.005
C5 -2.4122 -2.3449 -1.5230  0.006
C6 3.0712 -0.1872 2.0082  0.010
C7 0.6046 -0.6942 3.4090  0.061
C8 2.0687 -2.8895 2.2197  0.012
C9 0.6885 -1.0715 -3.3900  0.067
C10 1.7855 -3.3329 -1.9080  0.021
C11 3.1841 -0.8085 -1.9501  0.025
H3 0.2234 4.4956 -7.3636  0.000
H4 -1.9202 3.3363 -7.7353  0.001
H5 -3.1278 0.1715 0.0646  0.000
H6 -2.7921 -0.3789 1.7443  0.000
H7 -4.0102 -1.2656 0.7443  0.001
H8 -1.5827 -2.9829 2.2155  0.000
H9 -1.0567 -4.0067 0.8498  0.000
H10 -2.8005 -3.7406 1.1532  0.001
H11 -2.5916 -1.4613 -2.1473  0.000
H12 -3.3622 -2.8640 -1.3482  0.000
H13 -1.7114 -3.0154 -2.0359  0.000
H14 3.6455 -0.4698 2.9041  0.004
H15 2.8230 0.8819 2.0734  0.000
H16 3.6868 -0.3654 1.1155  0.000
H17 1.0139 -1.2101 4.2943  0.011
H18 -0.4572 -0.9664 3.2921  0.004
H19 0.6859 0.3954 3.5522  0.000
H20 3.1399 -2.9363 2.4622  0.002
H21 1.8847 -3.4972 1.3258  0.001
H22 1.5150 -3.3209 3.0659  0.001
H23 1.1265 -1.7013 -4.1811  0.014
H24 0.8820 -0.0024 -3.5666  0.002
H25 -0.3941 -1.2392 -3.2980  0.005
H26 1.9912 -3.6178 -2.9600  0.006
H27 0.9038 -3.8811 -1.5427  0.002
H28 2.6504 -3.5941 -1.2787  0.000
H29 3.6584 -1.2279 -2.8559  0.008
H30 3.7493 -1.0835 -1.0479  0.000
H31 3.1077 0.2845 -2.0309  0.000
C12 -1.2824 2.3779 -2.3364  0.088
C13 0.1294 2.7027 -2.3595  0.176
C14 0.7119 3.1160 -3.5423  0.015
C15 0.0787 2.8271 -4.7586  0.257
C16 -1.1717 2.1922 -4.7595  0.000
C17 -1.7929 1.8363 -3.5724  0.148
O1 -2.0357 2.6392 -1.3276  0.275
H32 -1.1762 3.4609 0.2262  0.000
H33 0.6431 2.7928 -1.4067  0.009
H34 1.6473 3.6759 -3.5533  -0.004
H35 0.5223 3.1655 -5.7016  0.008
H36 -1.6575 2.0091 -5.7185  -0.003
H37 -2.7561 1.3317 -3.5569  0.006
C18 -0.2424 7.4520 2.6372  0.000
C19 0.4821 6.9145 1.5699  0.000
C20 0.3049 5.5721 1.2176  0.000
C21 -0.5323 4.7894 2.0143  0.002
C22 -1.3730 5.3344 2.9719  0.000
C23 -1.1855 6.6830 3.3293  0.000
As1 -0.5275 2.8478 1.5531  -0.001
C24 1.0209 2.8445 3.1977  -0.002
C25 2.3221 3.1601 2.8544  0.000
C26 3.2470 3.4226 3.8751  0.000
C27 2.8443 3.3865 5.2156  0.000
C28 1.5212 3.0552 5.5329  0.000
C29 0.6030 2.8045 4.5051  0.000
C30 -2.3282 2.3217 2.2084  0.000
C31 -2.5411 1.6390 3.4109  0.000
C32 -3.8500 1.4187 3.8594  0.000
C33 -4.9413 1.8437 3.0881  0.000
C34 -4.7288 2.4691 1.8521  0.000
C35 -3.4214 2.6950 1.4143  0.000
H38 -0.1115 8.5098 2.8974  0.000
H39 1.1815 7.5290 0.9948  0.000
H40 0.8204 5.1351 0.3661  0.000
H41 -2.1385 4.7276 3.4622  0.000
H42 -1.7799 7.1206 4.1391  0.000
H43 2.6196 3.2496 1.8069  0.000
H44 4.2769 3.6663 3.6271  0.000
H45 3.5619 3.5929 6.0168  0.000
H46 1.1993 3.0014 6.5703  0.000
H47 -0.4450 2.6360 4.7569  0.000
H48 -1.6874 1.2796 3.9929  0.000
H49 -4.0066 0.9302 4.8270  0.000
H50 -5.9600 1.7122 3.4616  0.000
H51 -5.5720 2.7916 1.2255  0.000
H52 -3.2485 3.1363 0.4327  0.000

## Properties
M, g/mol: 853.6
Frontier orbital gap (alpha / beta), eV: 5.954 / 4.210
Charge: +3
Strongest force on any atom, eV/A: 3.1
<S²>: 2.044
E_HOMO (alpha / beta), eV: -15.38 / -15.49
2S+1: 3
Relative energy (zero: lowest compared OMol25 entry of this formula, charge and spin), kcal per mole: 55.6
E_tot, eV: -131553.8193


# C35H52BrGeN11O2RbS2Se

C35H52BrGeN11O2RbS2Se as an isolated structure (ωB97M-V with the def2-TZVPD basis set, the OMol25 dataset).

Last column: Mulliken charge in e.
CARTESIAN COORDINATES (ANGSTROEM)
Rb1 0.7659 -0.8779 -0.1538  0.806
C1 -4.5627 -2.0365 -1.1109  -1.799
C2 -3.3675 -1.4984 -0.3806  -0.282
N1 -2.1529 -1.7642 -0.6733  1.074
N2 -1.9026 -2.4347 -1.8335  -0.704
C3 -1.0717 -3.4421 -1.8147  -0.220
N3 -0.5539 -3.7351 -3.0857  -0.340
S1 -0.6093 -4.4410 -0.4913  -0.411
C4 -3.5634 -0.5641 0.7639  0.783
C5 -4.7675 -0.5318 1.4701  -0.667
C6 -4.8879 0.3158 2.5585  -0.865
C7 -3.8070 1.1051 2.9167  -0.817
C8 -2.6556 1.0124 2.1477  -0.304
N4 -2.5349 0.2212 1.0895  0.676
H1 -4.2274 -2.5924 -1.9820  0.400
H2 -5.2367 -1.2350 -1.4282  0.348
H3 -5.1368 -2.7135 -0.4726  0.369
H4 -1.1276 -3.3435 -3.8210  0.167
H5 -0.3437 -4.7145 -3.2014  0.215
H6 -5.5869 -1.1752 1.1813  0.413
H7 -5.8110 0.3488 3.1249  0.411
H8 -3.8445 1.7759 3.7652  0.572
H9 -1.7754 1.5966 2.3994  0.196
N5 8.7430 0.7086 3.7348  -0.620
C9 7.4808 0.4363 3.1822  1.111
C10 7.3674 -0.3627 2.0468  -0.776
C11 6.1213 -0.6581 1.5199  -0.315
C12 4.9788 -0.1750 2.1343  -0.452
C13 5.0784 0.6126 3.2723  -0.547
C14 6.3244 0.9205 3.7920  -0.773
S2 3.3787 -0.5692 1.5039  1.472
O1 2.6124 -0.9969 2.6530  -0.736
O2 3.5555 -1.5647 0.4581  -0.827
N6 2.6740 0.7445 0.9368  -0.444
C15 3.2156 1.3546 -0.1550  0.161
N7 4.4632 1.0494 -0.5853  -0.335
C16 4.8871 1.6409 -1.6872  -0.216
C17 4.1253 2.5455 -2.4096  -1.017
C18 2.8792 2.8241 -1.8704  -0.071
N8 2.4176 2.2639 -0.7671  -0.112
H10 9.4965 0.6783 3.0664  0.227
H11 8.7773 1.5553 4.2801  0.226
H12 8.2634 -0.7499 1.5734  0.266
H13 6.0182 -1.2566 0.6252  0.461
H14 4.1761 0.9790 3.7474  0.463
H15 6.4051 1.5344 4.6827  0.279
H16 5.8915 1.3789 -2.0131  0.386
H17 4.4793 3.0109 -3.3177  0.406
H18 2.2121 3.5354 -2.3526  0.385
C19 -1.0172 -4.3343 3.7329  -1.324
C20 -0.6013 -2.8955 3.8722  0.304
C21 -0.0149 -2.3866 5.0231  -0.517
C22 0.3576 -1.0545 5.0861  -0.736
C23 0.1471 -0.2900 3.9521  -0.039
Br1 0.6510 1.5555 3.9891  -0.223
N9 -0.3793 -0.7387 2.8426  0.172
C24 -0.7731 -2.0152 2.8132  0.531
H19 -0.9161 -4.8645 4.6809  0.392
H20 -0.4062 -4.8407 2.9839  0.254
H21 -2.0530 -4.4159 3.4007  0.292
H22 0.1514 -3.0353 5.8763  0.346
H23 0.8129 -0.6274 5.9673  0.464
H24 -1.2327 -2.3546 1.8864  0.097
C25 -0.6337 0.0737 -7.1608  -1.276
C26 -0.9873 -0.8170 -5.9743  -0.892
N10 -1.1234 -0.1144 -4.7126  0.632
C27 -2.4114 0.4736 -4.3908  -0.665
C28 -2.5074 1.9704 -4.6732  -0.798
C29 -0.0860 0.0015 -3.8120  1.029
C30 1.1967 -0.7186 -4.1391  -1.478
N11 -0.1473 0.6063 -2.6871  0.153
H25 -0.4571 -0.5299 -8.0541  0.414
H26 0.2690 0.6515 -6.9536  0.247
H27 -1.4375 0.7773 -7.3835  0.294
H28 -0.2418 -1.6026 -5.8672  0.531
H29 -1.9348 -1.3274 -6.1681  0.421
H30 -2.6319 0.2678 -3.3394  -0.035
H31 -3.1665 -0.0654 -4.9670  0.475
H32 -1.7441 2.5244 -4.1267  0.081
H33 -3.4832 2.3536 -4.3651  0.372
H34 -2.3799 2.1781 -5.7373  0.266
H35 1.0651 -1.7984 -4.0315  0.295
H36 1.9523 -0.3902 -3.4299  0.016
H37 1.5528 -0.5050 -5.1482  0.428
H38 -1.0292 1.0796 -2.5180  -0.469
C31 -4.8238 3.1051 -0.2802  -0.765
Ge1 -4.0235 4.7454 0.3808  0.466
C32 -3.4540 4.5838 2.2372  -0.810
C33 -5.3343 6.1974 0.2902  -1.209
C34 -2.5224 5.2409 -0.7726  -0.977
Se1 -1.3496 3.7651 -1.2721  0.044
C35 -0.2785 3.7164 0.3495  0.492
H39 -5.6109 2.7602 0.3921  0.337
H40 -4.0674 2.3234 -0.3584  -0.052
H41 -5.2555 3.2753 -1.2688  0.425
H42 -4.3233 4.4513 2.8842  0.370
H43 -2.9271 5.4881 2.5467  0.399
H44 -2.7917 3.7316 2.3785  -0.062
H45 -6.2042 5.9819 0.9135  0.355
H46 -5.6755 6.3344 -0.7375  0.355
H47 -4.8909 7.1336 0.6345  0.351
H48 -1.9138 6.0306 -0.3285  0.412
H49 -2.9241 5.6364 -1.7081  0.403
H50 -0.8651 3.3904 1.2038  -0.164
H51 0.1431 4.7042 0.5304  0.462
H52 0.5285 3.0118 0.1522  -0.517

## Properties
M, g/mol: 1040.0
Frontier orbital gap, eV: 6.439
Charge: -1
Strongest force on any atom, eV/A: 1.3
E_HOMO, eV: -4.29
Relative energy (zero: lowest compared OMol25 entry of this formula, charge and spin), kcal per mole: 0.0
E_tot, eV: -271858.9558


- Number 1 is which compound?
  C35H52AsAuOP3